Record 1
The following is a DFT calculation (the ωB97M-V functional and the def2-TZVPD basis) of C20H28BGeIO2W as an isolated structure.

Computed properties:
E_LUMO   -7.786 eV
Total energy   -3395.28979 a.u.
Relative energy (zero: lowest compared OMol25 entry of this formula, charge and spin)   128.9 kJ/mol
Gap between HOMO and LUMO   5.79 eV
HOMO energy   -13.58 eV

Structure (ORCA input):
```
! wB97M-V def2-TZVPD RIJCOSX def2/J DEFGRID3
* xyz 2 1
W -0.38 1.05 -0.43
I 2.07 -0.40 -0.25
C 2.13 -0.28 1.85
C 3.25 -0.69 2.49
C 3.22 -0.69 3.91
C 2.08 -0.34 4.56
C 0.91 0.07 3.87
C -0.28 0.39 4.57
C -1.39 0.76 3.88
C -1.35 0.88 2.47
C -0.22 0.60 1.74
C 0.92 0.14 2.45
H 4.13 -1.01 1.96
H 4.11 -0.99 4.45
H 2.05 -0.36 5.65
H -0.28 0.32 5.65
H -2.31 0.99 4.40
H -2.24 1.23 1.98
C -3.46 -2.41 -2.04
C -3.61 -1.63 -0.75
C -4.72 -2.20 0.10
O -2.34 -1.80 -0.02
B -1.58 -0.73 -0.20
O -2.24 0.34 -0.88
C -3.75 -0.07 -0.98
C -4.42 0.68 0.14
C -4.24 0.35 -2.33
H -3.24 -3.45 -1.80
H -2.64 -2.03 -2.66
H -4.38 -2.38 -2.63
H -4.55 -3.27 0.22
H -5.68 -2.06 -0.38
H -4.74 -1.75 1.09
H -4.04 0.39 1.12
H -5.49 0.47 0.12
H -4.30 1.76 0.00
H -3.62 -0.04 -3.14
H -4.30 1.44 -2.40
H -5.25 -0.04 -2.47
C 0.57 5.11 -1.59
Ge -0.43 3.47 -1.55
C -1.93 3.39 -2.77
C 0.91 1.98 -2.26
C -0.71 2.65 0.35
H 0.84 5.29 -2.63
H 1.46 5.07 -0.97
H -0.07 5.93 -1.26
H -1.66 3.89 -3.70
H -2.79 3.91 -2.35
H -2.20 2.36 -2.99
H 0.93 2.66 -3.13
H 0.77 1.03 -2.78
H 1.90 2.04 -1.82
H -1.12 3.29 1.13
*
```

=====

Record 2
The following is a DFT calculation (the ωB97M-V functional and the def2-TZVPD basis) of a 2-piece molecular cluster, C4H14N3 overall at a distorted geometry.

Computed properties:
E_LUMO   -3.066 eV
Total energy   -324.83917 a.u.
Relative energy (zero: lowest compared OMol25 entry of this formula, charge and spin)   67.4 kJ/mol
Gap between HOMO and LUMO   11.59 eV
HOMO energy   -14.65 eV

Structure (ORCA input):
```
! wB97M-V def2-TZVPD RIJCOSX def2/J DEFGRID3
* xyz 1 1
C -1.89 1.08 0.71
C -1.60 1.84 -0.56
H -2.33 0.09 0.52
H -1.05 0.91 1.41
H -2.54 1.59 1.43
H -0.99 2.75 -0.41
H -2.57 2.02 -1.03
H -1.18 1.20 -1.36
C 2.04 0.55 -0.39
C 0.66 -1.40 0.12
N 0.85 -0.25 -0.53
N 1.67 -2.08 0.65
N -0.55 -1.96 -0.03
H 0.07 0.07 -1.07
H 2.60 -1.82 0.35
H 1.53 -2.77 1.38
H -1.36 -1.52 -0.44
H -0.65 -2.87 0.39
H 2.92 0.33 -1.01
H 2.56 0.70 0.57
H 1.80 1.56 -0.72
*
```

=====

Record 3
The following is a DFT calculation (the ωB97M-V functional and the def2-TZVPD basis) of C42H45BBrGaN4O4 as an isolated structure at a distorted geometry.

Computed properties:
E_LUMO   -0.299 eV
Total energy   -6671.30405 a.u.
Relative energy (zero: lowest compared OMol25 entry of this formula, charge and spin)   110.5 kJ/mol
Gap between HOMO and LUMO   7.97 eV
HOMO energy   -8.27 eV

Structure (ORCA input):
```
! wB97M-V def2-TZVPD RIJCOSX def2/J DEFGRID3
* xyz 0 1
Ga 0.03 0.23 0.13
C -3.13 -3.95 -0.47
C -3.34 -2.68 0.36
C -4.42 -2.93 1.42
C -3.73 -1.50 -0.49
C -4.74 -1.66 -1.43
C -5.19 -0.60 -2.18
C -4.63 0.65 -1.99
C -3.60 0.84 -1.08
C -3.06 2.24 -0.91
C -2.52 2.80 -2.23
C -4.13 3.18 -0.34
C -3.12 -0.24 -0.34
N -2.03 -0.08 0.56
C -2.34 0.02 1.86
O -3.46 0.02 2.37
C -1.11 0.15 2.74
C -1.14 0.27 4.12
C 0.07 0.36 4.80
C 1.27 0.33 4.09
C 1.21 0.20 2.71
N 0.05 0.09 2.09
C 2.43 0.09 1.80
O 3.55 0.23 2.26
N 2.09 -0.19 0.53
C 3.12 -0.56 -0.37
C 3.77 -1.79 -0.23
C 4.70 -2.18 -1.19
C 5.01 -1.37 -2.26
C 4.40 -0.14 -2.37
C 3.47 0.28 -1.43
C 2.81 1.63 -1.61
C 1.82 1.54 -2.78
C 3.80 2.77 -1.83
C 3.51 -2.73 0.93
C 3.37 -4.19 0.48
C 4.66 -2.63 1.94
H -2.57 -4.69 0.10
H -2.58 -3.73 -1.39
H -4.08 -4.39 -0.74
H -2.40 -2.44 0.88
H -5.37 -3.12 0.94
H -4.52 -2.06 2.06
H -4.15 -3.80 2.02
H -5.20 -2.63 -1.56
H -5.99 -0.73 -2.90
H -5.01 1.49 -2.55
H -2.24 2.20 -0.18
H -3.30 2.83 -2.98
H -1.70 2.18 -2.59
H -2.16 3.81 -2.07
H -4.95 3.31 -1.04
H -3.68 4.16 -0.15
H -4.52 2.79 0.60
H -2.09 0.29 4.63
H 0.09 0.44 5.88
H 2.23 0.41 4.58
H 5.20 -3.13 -1.10
H 5.73 -1.68 -3.00
H 4.64 0.51 -3.20
H 2.26 1.85 -0.69
H 2.33 1.22 -3.68
H 1.36 2.50 -2.96
H 1.03 0.81 -2.54
H 4.33 2.66 -2.77
H 4.53 2.80 -1.02
H 3.26 3.71 -1.85
H 2.59 -2.41 1.42
H 4.34 -4.65 0.39
H 2.86 -4.27 -0.48
H 2.80 -4.74 1.22
H 5.61 -2.85 1.45
H 4.51 -3.36 2.73
H 4.71 -1.64 2.37
O 0.00 2.82 1.12
B 0.07 2.27 -0.15
O 0.17 3.25 -1.09
C 0.15 4.43 -0.42
C 0.22 5.72 -0.92
C 0.16 6.75 0.01
C 0.03 6.49 1.37
C -0.02 5.20 1.87
C 0.05 4.18 0.95
H 0.32 5.90 -1.98
H 0.20 7.77 -0.34
H -0.03 7.33 2.05
H -0.12 5.00 2.92
Br 0.46 -4.69 -3.29
C 0.27 -3.92 -1.58
C 0.17 -4.73 -0.46
C 0.03 -4.11 0.77
C -0.02 -2.73 0.82
N 0.06 -1.96 -0.26
C 0.21 -2.54 -1.45
H 0.21 -5.80 -0.54
H -0.05 -4.68 1.68
H -0.14 -2.21 1.76
H 0.29 -1.89 -2.31
*
```

=====

Record 4
The following is a DFT calculation (the ωB97M-V functional and the def2-TZVPD basis) of C13H24F5HgN3OV as an isolated structure at a distorted geometry.

Computed properties:
E_LUMO (spin up / spin down)   -9.454 / -12.199 eV
Expectation value of S²   0.757
Total energy   -2345.29382 a.u.
Relative energy (zero: lowest compared OMol25 entry of this formula, charge and spin)   0.0 kJ/mol
Gap between HOMO and LUMO (spin up / spin down)   7.16 / 4.34 eV
HOMO energy (spin up / spin down)   -16.61 / -16.54 eV

Structure (ORCA input):
```
! wB97M-V def2-TZVPD RIJCOSX def2/J DEFGRID3
* xyz 2 2
N -1.00 1.89 0.85
C -1.20 2.98 1.32
O -1.41 4.07 1.76
Hg -2.33 0.63 -2.95
V -0.09 0.29 0.34
N 1.18 0.69 -0.98
N -1.15 -1.15 -0.15
C 2.21 1.74 -0.97
C -2.53 -1.55 0.17
C 1.74 2.92 -1.82
C 3.53 1.22 -1.52
C 2.44 2.23 0.46
C -3.12 -2.37 -0.97
C -2.57 -2.42 1.43
C -3.35 -0.30 0.45
H 1.58 2.63 -2.86
H 2.50 3.72 -1.80
H 0.80 3.33 -1.42
H 3.85 0.33 -0.96
H 4.30 1.99 -1.41
H 3.47 0.96 -2.58
H 1.54 2.69 0.88
H 3.24 2.99 0.44
H 2.77 1.41 1.10
H -3.07 -1.82 -1.92
H -4.18 -2.57 -0.76
H -2.61 -3.33 -1.09
H -2.07 -3.38 1.28
H -3.62 -2.62 1.69
H -2.09 -1.90 2.28
H -2.95 0.26 1.29
H -4.38 -0.61 0.68
H -3.39 0.36 -0.43
C -0.21 -2.26 -0.37
H 0.83 -1.92 -0.19
H -0.38 -3.13 0.28
H -0.27 -2.62 -1.41
C 1.06 0.00 -2.26
H 1.80 -0.81 -2.36
H 0.06 -0.45 -2.37
H 1.19 0.69 -3.11
F -0.67 -0.27 3.15
C 0.51 -0.02 2.43
F 1.04 1.16 2.96
C 1.50 -1.14 2.76
F 1.86 -1.10 4.06
F 0.95 -2.37 2.54
F 2.65 -1.05 2.03
*
```

=====

Record 5
The following is a DFT calculation (the ωB97M-V functional and the def2-TZVPD basis) of C50H49AsBN10O5Sn as an isolated structure at a distorted geometry.

Computed properties:
E_LUMO (spin up / spin down)   -0.435 / -0.788 eV
Expectation value of S²   0.754
Total energy   -5333.49885 a.u.
Relative energy (zero: lowest compared OMol25 entry of this formula, charge and spin)   0.0 kJ/mol
Gap between HOMO and LUMO (spin up / spin down)   6.41 / 7.06 eV
HOMO energy (spin up / spin down)   -6.84 / -7.85 eV

Structure (ORCA input):
```
! wB97M-V def2-TZVPD RIJCOSX def2/J DEFGRID3
* xyz 0 2
Sn 14.38 9.43 13.52
O 8.30 9.33 11.77
C 9.60 9.40 12.14
C 10.56 9.84 11.22
C 11.89 9.88 11.66
N 12.22 9.50 12.90
C 11.25 9.13 13.80
C 9.94 8.92 13.39
C 11.81 8.71 15.12
O 11.08 8.52 16.05
O 13.07 8.60 15.16
C 13.09 10.37 10.79
O 12.81 11.12 9.89
O 14.20 9.98 11.21
H 8.23 9.68 10.88
H 10.26 10.10 10.19
H 9.22 8.50 14.06
C 15.52 7.21 16.90
C 16.47 8.29 16.53
C 17.85 8.50 16.85
C 18.14 9.71 16.26
N 16.99 10.23 15.76
N 15.95 9.34 15.91
B 16.69 11.74 15.39
N 16.76 12.12 13.96
C 16.71 13.37 13.45
C 16.66 13.26 12.11
C 16.67 11.91 11.79
C 16.83 11.44 10.39
N 16.70 11.21 12.93
N 15.22 12.00 15.80
C 14.70 12.43 16.93
C 13.32 12.63 16.78
C 13.09 12.17 15.44
C 11.83 12.15 14.68
N 14.24 11.82 14.86
N 17.70 12.57 16.18
C 18.75 13.30 15.72
C 19.47 13.69 16.82
C 18.76 13.22 17.92
C 18.94 13.33 19.43
N 17.66 12.55 17.52
H 15.86 6.22 16.50
H 15.49 7.13 18.01
H 14.53 7.43 16.58
H 18.46 7.77 17.38
H 19.09 10.25 16.29
H 16.76 14.25 14.06
H 16.73 14.01 11.39
H 17.82 11.05 10.22
H 16.04 10.74 10.09
H 16.72 12.30 9.73
H 15.36 12.68 17.78
H 12.59 12.99 17.47
H 11.08 11.49 15.15
H 11.32 13.08 14.67
H 11.95 11.97 13.58
H 18.95 13.46 14.67
H 20.39 14.23 16.78
H 19.57 14.18 19.67
H 18.03 13.62 19.96
H 19.35 12.40 19.83
C 8.95 15.24 11.63
C 9.76 15.88 12.58
C 11.15 15.56 12.56
C 11.62 14.56 11.74
C 10.76 13.72 11.02
C 9.44 14.16 10.88
As 13.53 13.96 11.79
C 14.31 15.54 12.60
C 14.37 15.96 13.94
C 15.05 17.11 14.29
C 15.68 17.87 13.33
C 15.71 17.47 11.99
C 15.10 16.23 11.67
C 15.00 15.69 10.29
C 15.79 16.10 9.23
C 15.62 15.61 7.91
C 14.70 14.62 7.71
C 13.98 14.13 8.81
C 14.13 14.64 10.09
H 7.92 15.60 11.50
H 9.39 16.72 13.15
H 11.86 16.11 13.13
H 11.13 12.83 10.50
H 8.76 13.58 10.21
H 13.75 15.54 14.68
H 15.01 17.45 15.29
H 16.15 18.82 13.59
H 16.31 18.01 11.28
H 16.41 16.94 9.32
H 16.22 16.01 7.12
H 14.52 14.27 6.71
H 13.30 13.32 8.62
C 19.10 8.99 12.66
N 18.22 7.82 12.28
C 17.54 8.00 10.98
C 17.30 7.51 13.42
C 16.05 6.77 13.06
C 16.22 5.40 12.83
C 15.07 4.65 12.51
C 13.84 5.23 12.41
C 13.70 6.59 12.63
C 14.80 7.39 12.93
H 19.92 9.11 11.87
H 19.56 8.79 13.62
H 18.37 9.81 12.74
H 18.84 7.02 12.21
H 16.77 8.74 11.07
H 17.11 7.02 10.80
H 18.30 8.26 10.28
H 17.07 8.45 13.92
H 17.81 6.90 14.15
H 17.18 4.91 13.10
H 15.12 3.58 12.41
H 13.01 4.68 12.03
H 12.67 7.03 12.65
*
```